No. 1
ORCA calculation (the ωB97M-V functional and the def2-TZVPD basis) on a structure of composition C33H22N2O4PPtS2 in a non-equilibrium geometry.

```
65
Properties=species:S:1:pos:R:3:forces:R:3
Pt -0.1821 0.2202 0.7492 0.286 1.075 -0.668
C -2.2331 0.7230 -4.2871 0.011 -0.025 -0.002
C -2.9252 0.6319 -3.0894 -0.009 -0.041 -0.003
C -2.4837 -0.2407 -2.1017 -0.017 -0.033 -0.041
C -1.3513 -1.0260 -2.2999 -0.024 0.085 0.057
C -0.6650 -0.9262 -3.5077 0.030 0.043 0.037
C -1.1022 -0.0587 -4.4958 -0.015 0.012 0.010
P -0.8262 -2.1072 -0.9103 -0.227 -0.473 -0.206
C -0.9302 -3.7572 -1.7243 0.039 0.003 -0.011
C -0.2652 -4.8276 -1.1193 -0.058 -0.006 -0.010
C -0.3960 -6.1161 -1.6108 0.006 0.002 -0.008
C -1.2096 -6.3650 -2.7099 -0.011 0.006 -0.001
C -1.8897 -5.3147 -3.3068 0.016 -0.003 -0.004
C -1.7503 -4.0208 -2.8191 0.026 -0.020 0.007
C 0.9712 -1.8207 -0.8639 0.157 0.173 0.118
C 1.9544 -2.4563 -1.6169 0.017 0.009 -0.002
C 3.2794 -2.0599 -1.5007 -0.024 -0.002 0.017
C 3.6161 -1.0177 -0.6449 0.019 0.037 0.001
C 2.6459 -0.3774 0.1149 0.069 0.013 0.012
C 1.3191 -0.7764 0.0108 -0.323 -0.795 0.363
H -2.5677 1.4078 -5.0569 -0.003 0.013 0.003
H -3.7982 1.2494 -2.9156 -0.004 0.004 -0.001
H -3.0062 -0.3003 -1.1534 -0.005 0.008 0.004
H 0.2292 -1.5184 -3.6652 -0.002 0.004 0.000
H -0.5548 0.0194 -5.4273 0.003 -0.005 0.000
H 0.3563 -4.6424 -0.2498 0.014 -0.011 -0.007
H 0.1335 -6.9309 -1.1325 0.002 0.000 0.008
H -1.3170 -7.3724 -3.0925 0.005 -0.003 -0.001
H -2.5295 -5.4992 -4.1613 -0.008 0.000 0.000
H -2.2841 -3.2084 -3.2970 0.004 -0.022 -0.009
H 1.6860 -3.2704 -2.2812 0.010 0.016 -0.013
H 4.0498 -2.5638 -2.0711 -0.004 0.004 -0.019
H 4.6493 -0.7017 -0.5611 0.009 -0.018 0.005
H 2.9250 0.4324 0.7776 -0.010 -0.029 0.040
O 0.0163 1.7706 -1.4023 0.164 -0.192 0.167
C -0.9473 2.3611 -0.9239 -0.126 -0.026 0.034
N -1.4229 2.0636 0.3026 -0.480 -0.110 0.723
C -2.5171 2.8383 0.6021 0.039 0.131 -0.248
O -3.1686 2.8306 1.6248 -0.010 0.011 0.003
C -2.7657 3.7340 -0.5992 -0.012 -0.016 0.048
C -3.7342 4.6830 -0.8434 0.003 -0.011 -0.016
C -3.6960 5.3366 -2.0748 0.010 -0.017 -0.004
C -2.7139 5.0387 -3.0162 -0.015 -0.002 0.018
C -1.7394 4.0760 -2.7573 -0.001 0.030 0.002
C -1.7914 3.4384 -1.5370 0.106 0.016 -0.013
H -4.4935 4.9012 -0.1035 -0.002 0.010 -0.004
H -4.4416 6.0867 -2.3078 0.001 0.004 0.001
H -2.7118 5.5642 -3.9630 0.000 -0.002 -0.004
H -0.9742 3.8304 -3.4822 -0.004 -0.009 -0.001
O 0.3353 -1.0850 7.2548 -0.009 0.001 0.036
S 1.0897 -0.6003 6.1341 -0.016 -0.015 -0.023
O 2.5206 -0.5672 6.2349 0.035 -0.019 0.013
N 0.6477 -1.4158 4.7597 -0.003 -0.056 0.017
C 0.0730 -0.6315 3.9111 -0.068 0.154 -0.088
S -0.5926 -1.2802 2.4411 0.400 0.129 -0.307
C -0.0814 0.7980 4.3546 0.042 -0.042 -0.085
C -0.7173 1.8583 3.7311 -0.019 -0.034 0.007
C -0.7511 3.0828 4.3877 -0.006 -0.004 0.007
C -0.1697 3.2436 5.6414 -0.005 -0.004 -0.003
C 0.4456 2.1731 6.2800 -0.003 -0.018 0.014
C 0.4678 0.9679 5.6115 0.013 0.049 -0.016
H -1.1969 1.7417 2.7700 -0.015 0.026 0.065
H -1.2544 3.9169 3.9164 -0.007 -0.010 -0.018
H -0.2123 4.2070 6.1336 0.002 0.006 -0.004
H 0.8790 2.2752 7.2659 0.006 -0.003 0.002
```
Positions in Å, forces in eV/Å.

- highest occupied orbital energy (eV) = -5.17
- multiplicity = 1
- ΔE to the lowest compared entry with this formula, charge and spin (kcal/mol) = 36.6
- maximum force (eV/A) = 1.30
- net charge = -1
- E_tot (eV) = -79957.2296

No. 2
ORCA calculation (the ωB97M-V functional and the def2-TZVPD basis) on a structure of composition C33H23Br2N5O3PtS in a non-equilibrium geometry.

```
68
Properties=species:S:1:pos:R:3:forces:R:3
Pt 0.9318 -0.3944 -0.7224 1.282 -0.175 -2.967
Br 3.8700 5.3377 3.9396 -0.057 0.077 -0.021
C 2.0533 5.5209 3.4252 0.007 -0.043 0.074
C 1.0773 5.6526 4.3993 0.030 -0.011 0.017
C -0.2542 5.7220 4.0204 -0.103 -0.113 0.014
C -0.6172 5.6062 2.6819 0.432 -0.069 -0.003
C 0.3826 5.5228 1.7127 -0.024 0.103 -0.008
C 1.7179 5.4911 2.0819 -0.067 -0.032 -0.110
N -1.9895 5.7362 2.3438 -0.172 0.198 -0.365
N -2.5562 5.0672 1.4570 -0.322 -0.118 0.565
C -2.0475 3.8944 0.8588 0.296 -0.273 -0.218
C -2.4825 3.6792 -0.4372 0.112 0.246 0.066
C -2.0328 2.6270 -1.2317 0.043 -0.233 -0.261
C -1.1111 1.7091 -0.7387 -0.186 0.253 0.007
O -0.7401 0.6527 -1.3925 0.590 -0.739 0.690
C -0.6005 1.9537 0.5794 -0.105 0.002 0.035
N 0.4014 1.1372 0.9636 0.480 -0.112 0.713
C 0.8174 1.1630 2.2088 -0.107 0.112 -0.135
C 0.1648 1.9368 3.1820 -0.054 0.037 0.096
C -0.8264 2.7990 2.7976 0.057 -0.168 0.014
C -1.1573 2.9270 1.4292 -0.097 0.128 0.005
H 1.3585 5.7004 5.4432 -0.034 -0.009 -0.026
H -1.0328 5.8082 4.7701 0.032 0.089 -0.043
H 0.1086 5.4710 0.6660 0.043 0.026 0.025
H 2.4917 5.4286 1.3281 -0.024 -0.036 0.022
H -3.1736 4.4063 -0.8488 -0.016 -0.048 0.020
H -2.3818 2.5077 -2.2503 -0.118 -0.030 0.090
H 1.6611 0.5342 2.4606 -0.028 -0.033 0.009
H 0.4443 1.8366 4.2233 -0.006 0.025 -0.044
H -1.3818 3.3515 3.5395 0.064 0.106 0.003
Br 0.3530 1.4846 -4.1308 0.062 -0.019 0.075
C 1.3856 -0.0904 -4.0633 -0.123 0.078 0.199
C 1.8119 -0.6114 -5.2753 0.091 -0.127 -0.032
C 2.6138 -1.7392 -5.2667 -0.069 0.072 -0.037
C 2.9934 -2.2777 -4.0506 0.043 -0.076 -0.023
C 2.5421 -1.6819 -2.8920 0.034 0.078 0.078
N 1.7164 -0.6215 -2.8876 -0.499 0.208 0.697
C 3.0633 -2.1615 -1.5493 -0.117 -0.161 -0.189
O 3.7543 -3.1612 -1.5242 0.003 0.164 0.180
O 2.7628 -1.4029 -0.5496 -0.695 0.470 0.553
H 1.5242 -0.1252 -6.1950 -0.025 0.003 0.016
H 2.9521 -2.1713 -6.1998 -0.003 0.001 0.020
H 3.6377 -3.1407 -3.9557 -0.001 0.045 0.002
N 0.7652 -1.7631 1.1173 -0.714 0.187 0.253
S 0.0894 -3.1941 1.2891 0.004 -0.019 -0.319
C -1.6381 -2.8516 0.9768 0.020 0.096 0.155
C -2.5114 -3.9250 0.8481 0.020 -0.046 -0.010
C -3.8495 -3.6756 0.5966 -0.033 -0.026 0.001
C -4.3073 -2.3668 0.4774 0.026 0.047 0.003
C -3.4291 -1.3049 0.6327 -0.028 -0.074 0.018
C -2.0848 -1.5449 0.8946 0.020 0.043 0.042
C 0.3945 -4.2010 -0.1745 0.019 0.011 0.119
C 0.0582 -3.7383 -1.4394 -0.009 -0.086 -0.013
C 0.3560 -4.5253 -2.5383 0.036 0.041 -0.039
C 0.9983 -5.7481 -2.3687 0.037 -0.048 0.031
C 1.3424 -6.1928 -1.1013 -0.023 0.007 0.008
C 1.0332 -5.4164 0.0098 0.038 0.062 -0.021
H 1.7310 -1.8029 1.4323 -0.073 -0.214 0.058
H -2.1473 -4.9439 0.9313 -0.020 0.058 -0.032
H -4.5394 -4.5043 0.4919 0.040 0.036 -0.005
H -5.3531 -2.1787 0.2672 0.036 -0.008 0.022
H -3.7806 -0.2832 0.5553 0.012 -0.034 -0.019
H -1.3916 -0.7287 1.0350 0.034 -0.014 -0.024
H -0.4260 -2.7756 -1.5539 -0.055 0.020 -0.018
H 0.0946 -4.1851 -3.5334 0.000 0.003 0.032
H 1.2360 -6.3567 -3.2332 -0.009 0.035 0.030
H 1.8555 -7.1376 -0.9736 -0.026 0.028 -0.013
H 1.2979 -5.7415 1.0104 -0.003 -0.003 -0.064
```
Positions in Å, forces in eV/Å.

- highest occupied orbital energy (spin up / spin down) (eV) = -7.22 / -7.22
- multiplicity = 1
- maximum force (eV/A) = 3.24
- E_tot (eV) = -202351.2693

No. 3
ORCA calculation (the ωB97M-V functional and the def2-TZVPD basis) on a structure of composition C33H23MnN4O3S3Sb in a non-equilibrium geometry.

```
68
Properties=species:S:1:pos:R:3:forces:R:3
Mn -1.3618 1.5101 1.3775 -0.172 0.612 -1.819
S -1.4592 4.0665 1.4411 1.161 0.497 -0.671
C -3.0244 3.5113 1.4975 -2.573 -1.530 1.470
C -4.0704 4.1173 2.2970 2.852 1.702 -1.048
C -5.2496 3.5147 2.4580 -2.332 0.002 0.821
C -5.5118 2.2922 1.8259 -0.337 -0.709 0.318
C -4.4743 1.7061 1.1145 -1.839 -0.270 0.828
N -3.2688 2.2269 1.0448 1.000 1.847 -0.234
H -3.7397 5.0823 2.7318 -0.724 -0.716 -0.092
H -6.0710 3.9632 3.0856 1.115 -0.420 -0.603
H -6.4583 1.7689 2.0946 0.873 0.355 -0.832
H -4.6307 0.7627 0.6214 0.152 -0.422 -0.003
O 3.2524 -4.4326 5.1826 -0.232 0.935 -0.184
C 3.4871 -5.6241 4.5151 -0.134 0.364 -0.009
O 4.1004 -6.5412 4.9771 0.139 0.151 0.832
C 2.9250 -5.5788 3.1823 -0.490 3.381 1.707
C 2.9790 -6.5131 2.2291 -0.702 -2.988 -1.859
C 2.3841 -6.2808 1.0004 -0.435 1.806 -1.088
C 1.9271 -4.9413 0.6939 0.892 -1.242 -0.373
C 2.0250 -3.9530 1.6455 0.302 -0.123 -0.133
C 2.4293 -4.2976 2.9366 -0.414 0.280 -1.908
S 2.4713 -3.1229 4.1942 1.375 -2.808 1.492
H 3.3482 -7.5178 2.4788 0.084 0.561 -0.129
H 2.3451 -6.9986 0.1742 0.122 0.027 0.634
H 1.6592 -4.6423 -0.3416 0.042 -0.501 0.839
H 1.9755 -2.9206 1.3408 -0.666 0.174 0.175
S -1.2995 0.7710 -0.8341 0.104 -0.153 0.144
Sb 0.8878 1.0690 -1.8115 -1.314 1.150 -0.390
C 0.0773 2.6805 -3.2031 0.691 -0.873 2.896
C 0.8045 2.8118 -4.3249 0.792 -0.568 -1.497
C 0.4437 3.7584 -5.2749 1.886 -0.763 -1.060
C -0.7082 4.4447 -5.0513 0.160 0.029 0.099
C -1.4960 4.2598 -3.9102 0.367 0.956 -0.310
C -0.9728 3.5414 -2.8647 0.084 -1.445 -0.327
C 0.5862 1.2806 1.3616 0.260 -2.151 0.748
C 1.4066 2.3622 1.4901 -0.024 0.601 0.513
C 2.7862 2.1575 1.4255 0.774 2.488 -0.094
C 3.4121 0.9652 1.1835 -0.591 -1.338 -0.344
C 2.5762 -0.1710 1.1275 -0.732 1.260 0.136
C 1.1982 -0.0113 1.2588 0.082 0.559 -0.420
C 0.5755 -0.4486 -3.2809 1.985 -1.786 0.298
C -0.4652 -0.5159 -4.1678 -0.084 -0.317 -1.334
C -0.4445 -1.4343 -5.2638 -0.368 1.915 0.795
C 0.6105 -2.2978 -5.3995 -0.114 -0.190 -0.556
C 1.6623 -2.2811 -4.4928 1.161 -0.982 0.586
C 1.6675 -1.4176 -3.3873 -1.762 1.435 -1.264
H 1.6377 2.1271 -4.4926 -0.041 0.203 -0.186
H 1.1172 3.8570 -6.1895 -1.201 0.284 1.249
H -0.8622 5.2644 -5.6859 -1.050 0.826 -1.093
H -2.4398 4.7748 -3.9349 -0.185 0.345 0.689
H -1.3126 3.4722 -1.8429 -0.798 0.124 -0.053
H 0.9512 3.3682 1.6696 0.891 -0.969 -0.297
H 3.3410 3.1079 1.4919 0.233 -0.677 -0.060
H 4.4632 0.8412 0.9185 -0.200 0.382 0.437
H 2.9425 -1.1368 0.8700 0.516 -0.575 0.001
H 0.5853 -0.8912 1.0856 -0.168 0.086 0.220
H -1.2326 0.2522 -4.1233 -0.089 -0.184 -0.025
H -1.1512 -1.2109 -6.0666 -0.043 -0.710 0.259
H 0.6668 -2.9617 -6.2674 0.004 0.229 0.288
H 2.4790 -3.0130 -4.7533 -0.635 0.981 0.812
H 2.4866 -1.2560 -2.6973 0.224 -0.552 -0.129
O -1.9413 2.3872 3.8947 -0.765 -3.498 -0.979
N -1.9392 1.1915 3.3082 1.647 3.569 0.600
C -2.1040 0.1202 4.0063 -0.180 -0.671 0.596
C -1.7047 -1.1851 3.5344 0.662 -2.860 -0.483
N -1.3556 -2.2893 3.2825 -1.057 3.561 0.621
C -2.6637 0.2929 5.2994 -2.005 -1.227 3.550
N -3.2606 0.2046 6.3140 1.825 0.540 -2.767
```
Positions in Å, forces in eV/Å.

- highest occupied orbital energy (spin up / spin down) (eV) = -5.28 / -5.30
- expectation value of S² = 6.144
- multiplicity = 5
- maximum force (eV/A) = 4.26
- net charge = -1
- E_tot (eV) = -117057.9092